Computed, not measured: C4H11NS in the gas phase at a distorted geometry, with ωB97M-V with the def2-TZVPD basis set.

Each line ends with the Mulliken charge.
CARTESIAN COORDINATES (ANGSTROEM)
C 0.257 1.177 -0.767  -0.896
C -1.114 1.298 -1.496  -0.499
S -1.504 -0.335 -2.052  -0.262
C 0.319 0.262 0.465  -0.290
N 0.532 -1.186 0.469  -0.376
C 0.835 -1.658 1.858  -0.776
H 0.514 2.170 -0.385  0.345
H 1.056 0.869 -1.474  0.343
H -1.954 1.762 -0.937  0.361
H -0.931 2.033 -2.367  0.266
H -0.356 -0.753 -2.566  0.130
H -0.708 0.578 1.045  0.167
H 1.128 0.726 1.057  0.347
H -0.356 -1.709 0.283  0.303
H 1.169 -0.795 2.501  0.242
H -0.198 -1.813 2.265  0.300
H 1.312 -2.627 2.100  0.296

The lowest unoccupied orbital energy is 1.02 eV. The molar mass comes out at 105.206 g/mol. The charge is 0. For the frontier orbital gap, the calculation gives 9.81 eV. For the energy above the lowest of the compared OMol25 structures with the same formula, charge and spin, the calculation gives 38.5 kcal/mol. As for the SMILES: CNCCCS.

---

Computed, not measured: a 2-piece molecular cluster, C4H11NS overall, with ωB97M-V with the def2-TZVPD basis set.

Each line ends with the Mulliken charge.
CARTESIAN COORDINATES (ANGSTROEM)
C -0.057 -1.418 2.322  -0.783
C -1.135 -0.971 2.940  -0.325
H 0.009 -2.437 1.964  0.298
H 0.838 -0.810 2.273  0.332
H -2.010 -1.594 3.081  0.231
H -1.189 0.028 3.353  0.230
C -0.160 0.217 -1.791  -0.606
C 0.807 1.292 -1.300  -0.534
S 0.619 2.770 -2.348  -0.236
N 0.025 -0.991 -1.008  -0.542
H -1.180 0.623 -1.761  0.306
H 0.070 0.003 -2.833  0.416
H 0.566 1.546 -0.268  0.345
H 1.823 0.916 -1.374  0.352
H 1.702 3.415 -1.899  0.118
H -0.160 -0.842 -0.023  0.179
H -0.567 -1.746 -1.327  0.218

The lowest unoccupied orbital energy is 0.98 eV. The molar mass comes out at 105.206 g/mol. The charge is 0. For the frontier orbital gap, the calculation gives 9.95 eV. For the energy above the lowest of the compared OMol25 structures with the same formula, charge and spin, the calculation gives 27.2 kcal/mol. As for the SMILES: NCCS.C=C.

---

Computed, not measured: a 2-piece molecular cluster, C4H11NS overall at a distorted geometry, with ωB97M-V with the def2-TZVPD basis set.

Each line ends with the Mulliken charge.
CARTESIAN COORDINATES (ANGSTROEM)
C 2.657 1.371 1.596  -0.738
S 0.815 1.445 1.565  -0.067
C 0.606 2.827 0.435  -0.789
H 2.974 1.974 2.432  0.251
H 2.996 1.721 0.632  0.251
H 2.886 0.331 1.789  0.279
H 0.580 3.794 0.944  0.281
H 1.460 2.941 -0.237  0.231
H -0.308 2.758 -0.153  0.299
C -1.032 -3.307 -2.175  -0.777
C -2.532 -1.633 -1.676  -0.239
N -1.953 -2.664 -1.256  -0.388
H -0.853 -4.336 -1.858  0.284
H -0.033 -2.860 -2.123  0.290
H -1.364 -3.379 -3.212  0.320
H -3.272 -1.174 -1.024  0.258
H -2.231 -1.174 -2.625  0.253

The lowest unoccupied orbital energy is 0.95 eV. The molar mass comes out at 105.206 g/mol. The charge is 0. For the frontier orbital gap, the calculation gives 9.40 eV. For the energy above the lowest of the compared OMol25 structures with the same formula, charge and spin, the calculation gives 35.1 kcal/mol. As for the SMILES: C=NC.CSC.